Entry 1:
Here is a structure of composition C13H17AsCl3N2O8PdS2 from the OMol25 dataset. Energies are from wB97M-V/def2-TZVPD.

## Properties
HOMO (alpha / beta): -5.809 / -5.782 eV
orbital gap (alpha / beta): 7.5 / 7.5 eV
energy relative to the best compared isomer or geometry (same formula, charge and spin): 28.3 kcal per mole
charge: -1

Each line ends with the Löwdin charge.
Geometry (Å):
1 Pd 0.996955 0.546178 1.045225  0.73
2 O 0.014966 3.137281 2.380131  -0.27
3 As 0.698840 3.651662 0.834072  0.85
4 O 1.227401 5.184329 1.044863  -0.48
5 O 1.762574 2.467621 0.262352  -0.57
6 C -0.863840 3.712133 -0.334998  -0.22
7 C -1.211486 5.017420 -0.665166  -0.09
8 C -2.287246 5.284764 -1.503254  -0.08
9 C -3.031442 4.245819 -2.025515  -0.09
10 C -2.703068 2.934009 -1.712396  -0.07
11 C -1.623239 2.665108 -0.880610  -0.26
12 S -1.311635 0.942064 -0.572459  0.50
13 O -2.409076 0.208093 -1.146535  -0.31
14 O -1.170525 0.818975 0.929087  -0.43
15 O -0.013542 0.615794 -1.164130  -0.37
16 H -0.597873 2.393691 2.292900  0.00
17 H -0.610824 5.815209 -0.244783  0.09
18 H -2.542633 6.310527 -1.740049  0.10
19 H -3.872614 4.447452 -2.677359  0.10
20 H -3.276585 2.107534 -2.104217  0.10
21 C 1.683204 -2.910786 -3.563528  -0.08
22 C 1.102842 -1.994794 -2.501161  -0.23
23 N 2.118243 -1.540932 -1.544288  0.02
24 C 2.079128 -1.603228 -0.207302  -0.71
25 S 2.997556 -0.352416 0.658973  0.68
26 N 1.439940 -2.521909 0.477091  0.03
27 C 0.791251 -3.747671 0.023110  -0.21
28 C -0.724640 -3.660600 0.137276  -0.06
29 H 0.930134 -3.129233 -4.321125  0.07
30 H 2.029566 -3.854958 -3.137712  0.07
31 H 2.533938 -2.440942 -4.059535  0.07
32 H 0.296433 -2.478240 -1.958440  0.09
33 H 0.668017 -1.099318 -2.939878  0.11
34 H 2.638844 -0.730250 -1.847444  0.12
35 H 1.447424 -2.413259 1.506421  0.07
36 H 1.156396 -4.538040 0.681230  0.12
37 H 1.125024 -3.986821 -0.985541  0.09
38 H -1.006333 -3.514131 1.180207  0.08
39 H -1.183732 -4.583751 -0.219492  0.08
40 H -1.129274 -2.823372 -0.432497  0.07
41 Cl -0.747149 -2.749211 5.393430  0.57
42 C -0.001797 -1.203962 4.932227  -1.49
43 Cl -1.241688 0.051768 4.990131  0.61
44 Cl 1.299370 -0.813166 6.086839  0.59
45 C 0.673700 -1.288456 3.517059  -0.79
46 O 0.993288 -2.409312 3.120631  -0.03
47 O 0.855207 -0.168669 2.996162  -0.16

Forces on atoms 1 to 2 (eV/Å):
0.05 0.35 0.69
-0.03 -0.02 0.12

***

Entry 2:
Here is an isolated molecule of C13H17BrN2O3S from the OMol25 dataset. Energies are from wB97M-V/def2-TZVPD.

## Properties
HOMO: -9.839 eV
structure (SMILES): O=C(NNS(=O)(=O)c1ccc(Br)cc1)C1CCCCC1
orbital gap: 9.9 eV
energy relative to the best compared isomer or geometry (same formula, charge and spin): 36.3 kcal per mole

Each line ends with the Löwdin charge.
Geometry (Å):
1 O 0.772128 -1.445124 1.362511  0.09
2 C 0.069472 -0.507070 1.060063  -0.46
3 N 0.371461 0.733370 1.575743  0.01
4 N -0.117222 1.907002 1.024037  -0.10
5 H -0.207955 2.654698 1.699348  0.12
6 S 0.677914 2.457191 -0.397120  0.68
7 O -0.072425 1.997075 -1.522134  -0.28
8 O 0.871036 3.863952 -0.218254  -0.29
9 C 2.235438 1.576278 -0.343319  -0.29
10 C 3.270534 2.088020 0.415779  -0.05
11 C 4.457918 1.382022 0.503190  -0.11
12 C 4.570902 0.172369 -0.168488  -0.67
13 C 3.532317 -0.337561 -0.934447  -0.09
14 C 2.351250 0.377623 -1.020805  -0.05
15 H 1.520627 0.026084 -1.611014  0.12
16 H 3.644883 -1.279691 -1.447175  0.11
17 Br 6.189966 -0.800136 -0.041937  0.76
18 H 5.284292 1.759840 1.085002  0.11
19 H 3.142153 3.036781 0.913294  0.12
20 H 1.265566 0.772067 2.065018  0.15
21 C -1.160517 -0.569787 0.191921  -0.25
22 C -1.238424 -1.909484 -0.539424  -0.15
23 C -2.489994 -1.960900 -1.407955  -0.20
24 C -3.738647 -1.756844 -0.555884  -0.21
25 C -3.661334 -0.427528 0.188467  -0.19
26 C -2.411112 -0.371815 1.060607  -0.15
27 H -2.354299 0.590290 1.571528  0.11
28 H -2.451414 -1.161270 1.814820  0.13
29 H -4.548692 -0.296435 0.811208  0.11
30 H -3.630231 0.391631 -0.532823  0.12
31 H -4.628501 -1.777185 -1.188016  0.11
32 H -3.821581 -2.572495 0.166077  0.11
33 H -2.543076 -2.921989 -1.923028  0.11
34 H -2.435597 -1.174957 -2.164591  0.12
35 H -1.257218 -2.716053 0.195824  0.12
36 H -0.346192 -2.046529 -1.153487  0.12
37 H -1.113442 0.246570 -0.534550  0.12

Forces on atoms 1 to 2 (eV/Å):
0.01 -0.16 0.02
-0.27 -0.02 -0.09

***

Entry 3:
Here is a cluster of 5 separate species, C13H17Cl9O5 in total from the OMol25 dataset. Energies are from wB97M-V/def2-TZVPD.

## Properties
HOMO: -9.605 eV
structure (SMILES): O=C1C=C(O)C(=O)C=C1O.ClC(Cl)Cl.ClC(Cl)Cl.ClC(Cl)Cl.CCOCC
orbital gap: 8.3 eV

Each line ends with the Löwdin charge.
Geometry (Å):
1 C -2.966670 -3.363697 0.981491  0.07
2 C -1.884210 -3.310080 0.198626  -0.25
3 C -0.949610 -2.119745 0.166077  -0.34
4 O 0.074295 -2.207501 -0.435905  0.07
5 C -1.361298 -0.940546 0.909081  0.04
6 C -2.401634 -1.022980 1.757740  -0.23
7 C -3.300198 -2.237730 1.856601  -0.32
8 O -4.223461 -2.222455 2.627585  0.12
9 O -2.785435 0.027599 2.474145  0.10
10 O -1.535018 -4.321606 -0.554816  0.13
11 H -3.597987 -4.243175 0.970620  0.14
12 H -0.754461 -0.043113 0.924876  0.04
13 H -3.460394 -0.246853 3.115038  0.12
14 H -0.776503 -4.049723 -1.100877  0.13
15 C 5.595740 2.102605 5.061302  -1.55
16 Cl 4.509231 1.737862 3.740882  0.54
17 Cl 6.382560 0.619792 5.646598  0.52
18 Cl 4.763850 2.942894 6.360556  0.54
19 H 6.398659 2.726208 4.699941  0.01
20 C -0.144591 2.943952 1.647469  -1.51
21 Cl 0.295673 4.653085 1.420443  0.53
22 Cl 1.159090 2.068912 2.450222  0.55
23 Cl -0.568833 2.177614 0.133116  0.61
24 H -1.006842 2.942809 2.296901  0.01
25 C 3.118919 -0.741782 1.514601  -1.55
26 Cl 2.177183 -2.082464 2.205632  0.54
27 Cl 2.559145 -0.349059 -0.104267  0.58
28 Cl 4.832787 -1.198376 1.528234  0.52
29 H 2.991250 0.111477 2.160601  -0.10
30 C -2.688890 1.467421 -3.352347  -0.09
31 C -1.756680 1.515352 -4.488583  -0.28
32 O -0.852102 0.410804 -4.495707  -0.15
33 C 0.135984 0.487990 -3.523818  -0.31
34 C 0.792706 -0.868449 -3.358663  -0.07
35 H -3.394642 2.300547 -3.377106  0.09
36 H -3.262965 0.543444 -3.455235  0.09
37 H -2.213528 1.432624 -2.374890  0.04
38 H -2.323753 1.404805 -5.412447  0.12
39 H -1.160803 2.433441 -4.578841  0.12
40 H 0.911720 1.216101 -3.835555  0.13
41 H -0.209676 0.883085 -2.557556  0.08
42 H 0.081857 -1.610314 -2.995314  0.06
43 H 1.534109 -0.800447 -2.557914  0.02
44 H 1.265424 -1.170325 -4.288539  0.08

Forces on atoms 1 to 2 (eV/Å):
-0.34 0.22 0.30
-0.17 0.44 0.50

***

Entry 4:
Here is a structure of composition C13H17ClIN2O5PmS from the OMol25 dataset. Energies are from wB97M-V/def2-TZVPD.

## Properties
HOMO (alpha / beta): -8.734 / -8.716 eV
orbital gap (alpha / beta): 8.6 / 8.6 eV
multiplicity: 5

Each line ends with the Löwdin charge.
Geometry (Å):
1 Pm -2.278320 1.927271 0.139546  1.41
2 O -4.482938 0.753110 -0.335679  -0.42
3 Cl -4.091706 1.035830 -1.724923  0.66
4 O -5.028104 0.620786 -2.673588  -0.22
5 O -3.839978 2.494757 -1.748888  -0.42
6 O -2.770187 0.424724 -1.878979  -0.40
7 C 3.802455 2.163441 -1.700626  -0.07
8 C 3.255910 2.170810 -0.282716  -0.24
9 N 2.447164 0.985533 0.025432  -0.11
10 C 3.149123 -0.191159 0.559065  -0.19
11 C 3.503519 -1.213599 -0.508618  -0.07
12 C 1.136677 0.937855 -0.225280  -0.71
13 S 0.334199 2.279411 -0.950822  0.63
14 N 0.584243 -0.282063 0.019486  0.11
15 C -0.499969 -0.491141 0.698764  -0.47
16 O -1.127772 0.420127 1.359053  -0.24
17 C -1.092938 -1.855417 0.674103  -0.14
18 C -2.306893 -2.091791 1.310002  -0.02
19 C -2.897072 -3.345397 1.237801  -0.07
20 C -2.271020 -4.367061 0.542057  -0.08
21 C -1.050815 -4.138235 -0.083167  -0.07
22 C -0.462982 -2.888059 -0.018896  -0.02
23 H 4.340894 3.091423 -1.895558  0.08
24 H 2.987670 2.087087 -2.419955  0.07
25 H 4.490542 1.334960 -1.868073  0.06
26 H 2.635659 3.048987 -0.118569  0.08
27 H 4.060947 2.197927 0.451665  0.12
28 H 2.526501 -0.640696 1.329196  0.12
29 H 4.045822 0.188318 1.048338  0.12
30 H 2.619815 -1.484345 -1.083224  0.06
31 H 3.894754 -2.116680 -0.037812  0.08
32 H 4.263428 -0.840809 -1.194708  0.06
33 H -2.787434 -1.294582 1.861224  0.11
34 H -3.846950 -3.517627 1.726389  0.11
35 H -2.727023 -5.346798 0.480444  0.10
36 H -0.563288 -4.937496 -0.625877  0.10
37 H 0.478506 -2.690578 -0.511652  0.10
38 I -3.715873 2.719394 2.847761  0.68
39 C -2.335430 3.916949 1.667920  -0.76
40 H -1.504954 4.079444 2.356584  -0.07
41 H -2.876188 4.855387 1.552765  -0.08

Forces on atoms 1 to 2 (eV/Å):
0.77 0.85 1.62
-0.10 -0.03 -0.44

***

Entry 5:
Here is a structure of composition C13H17ClN2O4Zr from the OMol25 dataset. Energies are from wB97M-V/def2-TZVPD.

## Properties
HOMO (alpha / beta): -16.324 / -16.323 eV
orbital gap (alpha / beta): 3.7 / 3.7 eV
charge: +2

Each line ends with the Löwdin charge.
Geometry (Å):
1 C -0.606932 1.670946 2.708518  -0.12
2 C -0.682450 -1.439186 2.894321  -0.09
3 H 0.383999 2.045569 3.025663  0.06
4 H -1.164253 1.401749 3.618934  0.06
5 H -1.142666 2.487280 2.191308  0.04
6 H -0.345799 -2.427157 2.528302  0.05
7 H -0.118431 -1.208649 3.804379  0.05
8 H -1.756232 -1.486045 3.130478  0.07
9 C 0.171175 2.749390 -0.554962  -0.07
10 C 0.477854 3.546022 -1.661202  0.01
11 C 0.691596 2.924541 -2.892792  0.02
12 C 0.580803 1.537067 -2.975693  0.05
13 H 0.012243 3.184725 0.441008  0.12
14 H 0.550890 4.628951 -1.536601  0.14
15 H 0.942326 3.519010 -3.771698  0.14
16 H 0.748357 1.015728 -3.910947  0.12
17 N 0.067936 1.404225 -0.638232  -0.02
18 C 0.263814 0.777618 -1.833835  -0.17
19 C 0.150515 -0.703013 -1.848344  -0.16
20 N -0.057991 -1.327729 -0.648680  -0.03
21 C -0.230074 -2.672234 -0.603079  -0.07
22 C 0.098521 -2.857955 -2.975745  0.02
23 C -0.154870 -3.469466 -1.746340  0.01
24 H -0.430893 -3.101418 0.390272  0.12
25 H -0.294724 -4.547667 -1.656507  0.14
26 C 0.246991 -1.473412 -3.020146  0.04
27 H 0.427917 -0.961040 -3.956517  0.12
28 H 0.170205 -3.458251 -3.883008  0.14
29 Zr -0.219164 0.019154 1.262593  1.69
30 C -2.461028 0.102186 0.784289  -0.13
31 H -2.905800 -0.891066 0.598177  0.06
32 H -2.692181 0.688490 -0.119165  0.04
33 H -3.064313 0.552894 1.593687  0.04
34 O 2.006577 -1.817668 2.012690  -0.32
35 Cl 2.517420 -0.481033 2.306576  0.76
36 O 1.955265 0.025064 3.537764  -0.30
37 O 3.928414 -0.385845 2.252442  -0.18
38 O 1.934972 0.428212 1.152085  -0.48

Forces on atoms 1 to 2 (eV/Å):
-1.50 2.40 2.27
-1.00 -1.79 2.26

***

Entry 6:
Here is an isolated molecule of C13H17N3O5 from the OMol25 dataset. Energies are from wB97M-V/def2-TZVPD.

## Properties
HOMO: -8.440 eV
structure (SMILES): NC(=O)C[C@H](NC(=O)[C@@H](N)Cc1ccc(O)cc1)C(=O)O
orbital gap: 8.8 eV
energy relative to the best compared isomer or geometry (same formula, charge and spin): 86.9 kcal per mole

Each line ends with the Löwdin charge.
Geometry (Å):
1 C 0.623884 -1.095577 -2.208425  -0.29
2 C -0.913723 -1.452160 -1.796102  -0.34
3 C 1.697895 -1.963354 -1.522011  -0.12
4 C 2.038732 -1.608666 -0.044926  -0.17
5 C 2.261896 -0.296995 0.547187  -0.03
6 C 1.927361 -2.681870 0.875810  -0.06
7 C 2.345064 -0.186289 1.900225  -0.07
8 C 2.066968 -2.584917 2.247174  0.02
9 C 2.316735 -1.258721 2.699203  -0.32
10 C -1.591367 0.700376 -0.274864  -0.20
11 C -2.490754 0.748868 0.972233  -0.44
12 C -1.761068 1.910746 -1.229377  -0.06
13 C -1.025214 3.132987 -0.801986  -0.59
14 H 0.529148 0.604705 -3.280011  0.06
15 H 0.864087 0.998346 -1.668291  0.05
16 H 0.755542 -1.559908 -3.255695  0.15
17 H 2.690419 -1.847066 -2.170965  0.16
18 H 1.265171 -3.014768 -1.357931  0.12
19 H 2.271403 0.629781 -0.000269  0.09
20 H 1.874660 -3.658242 0.476740  0.09
21 H 2.417856 0.806153 2.397031  0.14
22 H 1.962609 -3.496145 2.768831  0.10
23 H 2.308897 -1.447151 4.584772  0.08
24 H -2.680104 -1.082843 -0.882690  0.15
25 H -0.576638 0.616882 0.150095  0.15
26 H -1.451335 1.605608 -2.249833  0.11
27 H -2.866181 2.150580 -1.170930  0.16
28 H 0.227489 4.508221 -1.759074  0.12
29 H -0.289244 3.149054 -2.739308  0.06
30 H -2.103594 2.523109 1.301269  0.05
31 N 0.997929 0.326716 -2.437883  0.05
32 N -1.793395 -0.557181 -1.086182  0.10
33 N -0.323625 3.654546 -1.902148  0.17
34 O -1.264645 -2.619136 -1.979442  0.04
35 O 2.565997 -0.807812 3.962552  0.06
36 O -3.059062 -0.328874 1.103115  0.10
37 O -0.996110 3.627614 0.225756  0.14
38 O -2.789305 1.923026 1.519881  0.17

Forces on atoms 1 to 2 (eV/Å):
-0.57 -0.20 -1.94
0.88 -0.47 1.82